# 1
{
  "formula": "C18H70N2O19Pd",
  "method": "the ωB97M-V functional and the def2-TZVPD basis",
  "mol_weight_g_mol": 725.2,
  "charge": 0,
  "s_squared": 2.011,
  "e_above_lowest_kcal_mol": 0.00,
  "multiplicity": 3,
  "homo_lumo_gap_ev": [5.90, 5.06],
  "symbols": ["Pd", "C", "C", "C", "C", "C", "C", "N", "O", "C", "C", "C", "H", "H", "H", "H", "H", "H", "H", "H", "H", "H", "H", "H", "H", "H", "H", "H", "H", "H", "C", "C", "C", "C", "C", "C", "N", "O", "C", "C", "C", "H", "H", "H", "H", "H", "H", "H", "H", "H", "H", "H", "H", "H", "H", "H", "H", "H", "H", "O", "H", "H", "O", "H", "H", "O", "H", "H", "O", "H", "H", "O", "H", "H", "O", "H", "H", "O", "H", "H", "O", "H", "H", "O", "H", "H", "O", "H", "H", "O", "H", "H", "O", "H", "H", "O", "H", "H", "O", "H", "H", "O", "H", "H", "O", "H", "H", "O", "H", "H"],
  "coordinates": [[-0.8779, -1.3507, -2.6674], [3.3556, -1.5304, -3.1225], [3.2214, -0.0181, -3.2389], [4.5372, 0.4868, -3.9536], [4.5754, 0.1924, -5.4859], [3.3386, 0.8688, -6.1129], [1.9458, 0.4541, -5.4823], [2.0049, 0.4924, -3.9939], [0.6569, 0.1770, -3.3286], [1.5943, -0.9494, -5.9586], [0.8581, 1.4724, -5.9803], [3.1930, 0.6359, -1.8396], [3.9302, -2.0601, -3.8823], [2.4333, -2.1048, -3.0346], [3.8556, -1.6512, -2.1616], [5.3930, 0.0237, -3.4623], [4.5149, 1.5742, -3.8815], [4.3827, -0.8444, -5.7614], [5.4613, 0.5842, -5.9858], [3.3539, 0.5192, -7.1452], [3.5108, 1.9451, -6.1257], [2.0306, -1.1714, -6.9325], [0.5079, -1.0364, -5.9700], [1.9804, -1.7476, -5.3247], [1.1087, 2.4344, -5.5333], [-0.1569, 1.2320, -5.6642], [0.8346, 1.4577, -7.0700], [2.9740, 1.7012, -1.9134], [4.1193, 0.4957, -1.2825], [2.4259, 0.3089, -1.1377], [1.1657, -1.1045, 1.0533], [-0.3272, -0.8804, 1.5186], [-0.3002, -0.4667, 3.0044], [-1.5702, 0.0058, 3.6553], [-2.1871, 1.0050, 2.7277], [-2.4096, 0.6269, 1.2680], [-1.1078, 0.1621, 0.7338], [-1.0729, -0.0660, -0.7177], [-2.8844, 1.8958, 0.5976], [-3.6093, -0.3559, 1.2774], [-0.9965, -2.2793, 1.5254], [1.7642, -0.2360, 0.7786], [1.2870, -1.6173, 0.0991], [1.7707, -1.7563, 1.6836], [0.4075, 0.3510, 3.1409], [0.2505, -1.2150, 3.5743], [-1.3771, 0.3388, 4.6751], [-2.3282, -0.7709, 3.7570], [-1.7052, 1.9719, 2.8722], [-3.2099, 1.1587, 3.0718], [-3.8646, 2.2575, 0.9084], [-3.0010, 1.7607, -0.4777], [-2.1878, 2.7307, 0.6741], [-4.6079, 0.0789, 1.2355], [-3.6924, -0.9164, 2.2085], [-3.4501, -1.1024, 0.4993], [-1.3379, -2.6031, 0.5422], [-1.9045, -2.3941, 2.1174], [-0.3080, -3.0792, 1.7976], [-3.0832, 4.8518, 2.2838], [-2.3994, 5.4672, 2.0192], [-3.6535, 4.7830, 1.5181], [-5.1598, 4.7345, 0.2306], [-6.0782, 5.0043, 0.2232], [-4.8852, 4.7931, -0.6845], [-1.9229, 4.3696, -1.7694], [-1.1038, 4.0916, -2.1792], [-2.0783, 3.7231, -1.0808], [2.2563, -2.9966, 4.2410], [2.4138, -3.6692, 4.9036], [2.1639, -3.4834, 3.4221], [2.3873, -4.4587, 1.6442], [3.0697, -4.0981, 1.0781], [2.8306, -5.1390, 2.1511], [0.6593, 2.5208, 0.0079], [0.6665, 2.5742, -0.9477], [0.0946, 1.7728, 0.2023], [-6.3955, 3.1756, 2.7363], [-5.5549, 3.4952, 2.4083], [-7.0081, 3.3301, 2.0172], [0.1535, -3.1286, 6.0267], [-0.3019, -2.3097, 6.2222], [0.7905, -2.8938, 5.3519], [1.4857, 2.4700, 2.6442], [2.1165, 1.7617, 2.5149], [1.0726, 2.5827, 1.7881], [0.2869, -3.0732, -1.8537], [0.3478, -3.3750, -0.9474], [0.7716, -3.7272, -2.3575], [-3.0808, 3.7114, 4.7886], [-3.2801, 4.0117, 3.9019], [-2.8677, 2.7839, 4.6857], [4.3002, 0.6543, 2.3456], [4.2307, -0.2192, 1.9604], [5.1876, 0.6891, 2.7028], [-0.3177, -5.5831, 2.9769], [-0.6708, -6.3577, 2.5393], [0.2485, -5.1747, 2.3221], [-1.3883, -0.8090, 7.1192], [-1.5285, 0.1352, 7.0478], [-2.2230, -1.1962, 6.8556], [-2.6236, -2.4356, -1.8974], [-3.1049, -2.9358, -2.5564], [-2.9678, -2.7477, -1.0605], [-4.8795, 0.3033, -1.9452], [-5.7639, 0.4191, -1.5978], [-4.3582, 0.0329, -1.1893], [4.1919, -1.5363, 0.6492], [5.0736, -1.4993, 0.2784], [3.6102, -1.4867, -0.1093]],
  "forces_ev_per_a": [[1.5, 1.5, -0.9], [-0.2, -0.8, 0.8], [-0.8, 0.6, -1.3], [-1.1, -0.4, -1.1], [-1.9, 0.3, 0.8], [0.0, -0.2, 0.4], [0.3, 0.0, 0.5], [-1.0, 0.3, 1.1], [2.0, -0.1, -0.9], [-0.2, -0.5, -0.2], [0.7, -0.7, 0.6], [-0.4, 0.1, 0.1], [0.2, 0.4, -0.2], [-0.4, 0.5, 0.0], [0.4, -0.6, 0.0], [0.1, 0.3, 0.3], [0.5, 0.1, 0.3], [0.8, -0.4, 0.4], [0.1, -0.2, 0.2], [-0.4, 0.3, -0.2], [-0.4, 0.2, 0.2], [-0.4, 0.2, -0.3], [0.0, -0.3, -0.2], [0.0, 0.2, 0.3], [0.0, 0.2, -0.4], [0.2, -0.3, 0.3], [0.3, 0.4, -0.1], [0.3, 0.1, -0.3], [0.4, 0.1, -0.3], [-0.4, -0.5, -0.5], [-0.2, 0.3, -1.2], [0.4, -0.8, 0.8], [1.8, 0.6, 0.5], [-0.4, -1.3, -0.8], [-0.8, 1.5, 1.3], [-0.5, 0.5, 1.3], [0.2, -2.1, -4.3], [-0.2, 1.1, 5.2], [0.3, 0.7, -1.7], [0.6, -1.3, -0.1], [-0.6, -0.4, -1.1], [-0.4, 0.7, 0.9], [-1.0, -0.3, -0.4], [-0.5, 0.4, 0.8], [0.0, 0.5, -0.5], [-0.5, -0.6, -0.1], [0.0, 0.4, -0.2], [0.2, -0.6, 0.2], [0.3, 0.1, -0.5], [-0.2, 0.4, 0.2], [0.1, -0.3, 0.5], [0.0, -0.4, -0.2], [0.2, -0.1, 0.5], [0.3, 0.5, -0.6], [0.5, -0.2, 0.1], [-0.4, 0.0, -0.2], [0.1, 0.3, -0.6], [0.3, 0.3, 0.4], [0.2, 0.4, 0.5], [0.0, -0.1, 0.0], [0.3, 0.1, 0.1], [-0.5, 0.1, -0.4], [0.1, -0.2, 0.2], [-0.2, 0.2, 0.1], [0.3, 0.0, -0.4], [-0.3, 0.3, 0.0], [0.2, -0.1, -0.2], [0.1, -0.2, 0.2], [0.2, 0.3, 0.1], [0.2, -0.2, 0.3], [-0.1, -0.1, -0.5], [-0.5, 0.0, 0.1], [0.3, 0.4, -0.2], [0.1, -0.4, 0.1], [0.0, 0.4, 0.0], [0.2, -0.1, -0.4], [-0.3, -0.5, -0.1], [-0.1, -0.2, 0.2], [0.3, 0.2, 0.0], [-0.2, 0.0, -0.1], [-0.3, -0.4, 0.3], [-0.1, 0.4, 0.3], [0.1, 0.2, -0.4], [-0.2, 0.0, 0.7], [0.5, -0.1, 0.0], [0.1, 0.3, -0.4], [0.4, -0.7, 0.1], [-0.1, 0.1, 0.4], [0.1, -0.1, -0.4], [-0.1, -0.2, 0.7], [0.1, 0.4, -0.5], [0.1, -0.1, 0.0], [-0.1, 0.5, 0.2], [-0.2, -0.4, -0.3], [0.1, 0.2, 0.2], [0.0, 0.1, 0.2], [-0.1, -0.2, -0.1], [0.3, 0.2, -0.2], [0.2, -0.2, 0.0], [0.1, 0.3, 0.0], [-0.3, -0.2, 0.0], [-0.6, -0.3, -0.1], [-0.2, -0.1, -0.3], [0.1, 0.1, 0.4], [0.0, 0.0, -0.3], [-0.3, 0.1, 0.1], [0.3, -0.1, 0.2], [0.0, -0.7, 0.3], [0.3, 0.0, -0.1], [-0.3, 0.3, -0.3]]
}

---

# 2
{
  "formula": "C5H10Cl2Si",
  "method": "the ωB97M-V functional and the def2-TZVPD basis",
  "mol_weight_g_mol": 169.1,
  "charge": 0,
  "e_above_lowest_kcal_mol": 142.78,
  "multiplicity": 1,
  "homo_lumo_gap_ev": [7.88, 7.56],
  "symbols": ["C", "C", "C", "C", "C", "Si", "Cl", "Cl", "H", "H", "H", "H", "H", "H", "H", "H", "H", "H"],
  "coordinates": [[-2.0616, -0.5644, 0.2666], [-1.1788, 0.5605, 0.8635], [-1.8876, -0.7415, -1.2149], [0.2370, -0.0364, 1.1091], [2.3359, 1.0115, -1.0664], [1.3379, -0.5336, -0.3756], [3.4761, 1.5472, 0.2473], [2.7182, -1.9641, -0.0172], [-1.8859, -1.5175, 0.9264], [-3.1644, -0.4693, 0.3178], [-1.0389, 1.3510, 0.1527], [-1.4134, 0.7970, 1.8896], [-1.3881, -1.5769, -1.5748], [-1.5647, 0.0714, -1.8200], [0.9223, 0.5747, 1.7263], [0.2267, -0.9561, 1.8233], [2.8183, 0.7934, -1.9474], [1.5110, 1.6531, -1.3064]],
  "forces_ev_per_a": [[-0.7, -1.3, 0.6], [1.3, -2.2, 0.2], [1.4, 0.3, 1.3], [1.5, -1.8, 1.1], [-1.7, -1.4, 2.7], [-0.8, 1.4, -0.6], [-0.6, 0.2, -0.8], [0.4, -0.6, 0.4], [-0.1, 1.4, -1.6], [0.3, 0.8, 0.7], [-0.5, 0.9, 0.1], [-1.0, 0.8, -0.1], [0.3, -2.1, -0.6], [-0.4, 1.2, -0.3], [-0.5, 0.5, -0.4], [-0.5, 1.1, -1.4], [1.5, -0.5, -1.8], [0.0, 1.3, 0.3]]
}

---

E for every record listed, in sequence, given in eV: -65157.635; -38267.212.